Record 1
Molecular formula: C27H22InN7S
Method: DFT, ωB97M-V with the def2-TZVPD basis set

Last column: Löwdin charge in e.
CARTESIAN COORDINATES (ANGSTROEM)
In -0.5517 -0.0344 -0.5544  0.81
C 5.0165 -2.5662 -0.2845  -0.05
C 3.6997 -2.9741 -0.1381  -0.06
C 2.6738 -2.0549 -0.3021  -0.06
C 2.9695 -0.7323 -0.6086  -0.24
C 4.2902 -0.3172 -0.7616  0.00
C 5.3059 -1.2415 -0.5957  -0.04
N 1.8615 0.1687 -0.7744  0.00
N 2.1630 1.3144 -1.1351  0.11
C 1.1053 2.2276 -1.4221  -0.29
C 1.5120 3.5047 -1.7823  0.01
C 0.5487 4.4459 -2.1185  -0.04
C -0.7934 4.0982 -2.0999  -0.04
C -1.1858 2.8102 -1.7353  -0.11
C -0.2373 1.8582 -1.3975  -0.21
H 5.8201 -3.2793 -0.1618  0.12
H 3.4713 -4.0049 0.0974  0.11
H 1.6457 -2.3792 -0.2034  0.08
H 4.5124 0.7099 -1.0085  0.11
H 6.3341 -0.9279 -0.7132  0.12
H 2.5678 3.7402 -1.8038  0.13
H 0.8467 5.4440 -2.4085  0.12
H -1.5408 4.8282 -2.3824  0.12
H -2.2397 2.5536 -1.7482  0.09
C -5.0133 2.1819 -0.0810  0.01
N -3.8420 2.2658 0.7918  -0.10
C -3.4974 3.3593 1.5642  0.01
C -2.3725 3.0460 2.2268  0.01
N -2.0318 1.7442 1.8587  0.02
C -2.9470 1.2864 0.9607  -0.68
S -3.0135 -0.2345 0.1784  0.75
C -0.9703 1.0269 2.4719  -0.23
C -0.7285 1.2395 3.8191  0.04
C 0.3372 0.5884 4.4143  0.01
C 1.1178 -0.2649 3.6492  0.00
C 0.7953 -0.4312 2.3203  -0.08
N -0.2330 0.2005 1.7266  0.05
H -5.4590 3.1699 -0.1399  0.11
H -5.7323 1.4773 0.3303  0.11
H -4.7037 1.8518 -1.0699  0.09
H -4.0806 4.2631 1.5635  0.15
H -1.7685 3.6330 2.8941  0.14
H -1.3775 1.8824 4.3955  0.13
H 0.5445 0.7403 5.4649  0.14
H 1.9582 -0.7973 4.0701  0.13
H 1.3825 -1.0902 1.6971  0.10
N -0.7089 -7.3499 -2.3841  0.23
C -0.6997 -6.2337 -2.1183  -0.14
C -0.6863 -4.8374 -1.7852  -0.17
C -0.3605 -3.8863 -2.7476  0.05
C -0.3490 -2.5579 -2.3799  -0.07
N -0.6506 -2.1579 -1.1344  -0.06
C -0.9783 -3.0762 -0.2090  -0.12
C -1.0030 -4.4234 -0.4925  0.04
H -0.1196 -4.1742 -3.7608  0.14
H -0.0887 -1.7894 -3.0969  0.14
H -1.2461 -2.7054 0.7730  0.11
H -1.2698 -5.1389 0.2718  0.14

Cartesian forces, eV/Å:
-0.3 0.0 0.3
0.0 0.0 0.0
0.0 0.0 0.0
0.0 0.0 0.0
-0.1 0.1 0.1
0.0 -0.1 0.0
0.0 0.0 0.0
0.1 -0.1 -0.1
-0.1 0.1 -0.1
0.1 -0.1 0.0
0.0 0.0 0.0
0.0 0.0 0.0
0.0 0.0 0.0
0.0 -0.1 0.0
0.0 0.2 0.0
0.0 0.0 0.0
0.0 0.0 0.0
0.0 0.0 0.0
0.0 0.0 0.0
0.0 0.0 0.0
0.0 0.0 0.0
0.0 0.0 0.0
0.0 0.0 0.0
0.0 0.0 0.0
0.0 0.0 0.0
0.0 0.0 0.0
0.0 0.0 0.0
0.0 0.0 0.0
0.1 0.1 -0.1
-0.1 0.0 0.0
0.1 -0.1 0.0
0.0 0.0 0.1
0.0 -0.1 0.0
0.0 0.0 0.0
0.0 0.0 0.0
0.0 -0.1 0.0
0.2 0.1 -0.1
0.0 0.0 0.0
0.0 0.0 0.0
0.0 0.0 0.0
0.0 0.0 0.0
0.0 0.0 0.0
0.0 0.0 0.0
0.0 0.0 0.0
0.0 0.0 0.0
0.0 0.0 -0.1
0.0 0.0 0.0
0.0 0.0 0.0
0.0 0.0 0.0
0.0 0.0 0.0
0.0 0.0 0.0
0.1 -0.1 0.0
-0.1 0.0 -0.1
0.0 0.0 0.0
0.0 0.0 0.0
0.0 0.0 0.0
0.0 0.0 0.0
0.0 0.0 0.0

Values from the calculation:
relative energy (zero: lowest compared OMol25 entry of this formula, charge and spin) = 0.000 eV
E_tot = -54781.92173 eV
net charge = +2
strongest force on any atom = 0.008 hartree/bohr
lowest unoccupied orbital energy = -6.33 eV

---

Record 2
Molecular formula: C3H3N5
Method: DFT, ωB97M-V with the def2-TZVPD basis set

Last column: Löwdin charge in e.
CARTESIAN COORDINATES (ANGSTROEM)
H 1.5357 -0.9584 -1.5225  0.07
N 0.6729 -0.4361 -1.6870  0.18
C -0.3317 -0.3337 -0.8930  -0.49
C -0.4603 -1.1156 0.3592  -0.06
N 0.0370 -0.5015 1.3453  0.09
C 0.4284 0.7851 1.1563  -0.28
N -0.1285 1.6304 0.4397  0.04
N -1.4037 1.4456 -0.1125  0.06
N -1.3928 0.5493 -1.0457  0.09
H -0.4260 -2.1993 0.2824  0.13
H 1.4690 1.1343 1.6777  0.17

Cartesian forces, eV/Å:
-1.0 -0.5 0.6
-1.6 1.5 0.1
2.9 -2.0 -2.4
2.0 0.2 -1.2
-0.1 -1.4 2.4
3.4 0.5 1.9
-2.0 2.7 -0.1
1.6 -1.6 -2.7
-1.5 1.9 2.1
-1.0 -0.1 0.5
-2.6 -1.1 -1.3

Values from the calculation:
relative energy (zero: lowest compared OMol25 entry of this formula, charge and spin) = 3.920 eV
SMILES string = [H]/N=c1\cncnnn1
E_tot = -10604.94699 eV
strongest force on any atom = 0.083 hartree/bohr
lowest unoccupied orbital energy = -0.65 eV

---

Record 3
Molecular formula: CH5O2P
Method: DFT, ωB97M-V with the def2-TZVPD basis set

Last column: Löwdin charge in e.
CARTESIAN COORDINATES (ANGSTROEM)
C -0.0070 1.4254 -0.9031  -0.04
O -1.3264 -0.6943 0.5918  -0.33
O 0.6798 -1.9099 -0.1301  -0.27
P 0.2857 -0.4720 0.4301  0.76
H 0.8618 1.6469 -1.3105  -0.15
H -0.2129 1.9757 0.0222  -0.08
H -1.6008 0.2211 0.3046  0.04
H -0.0867 -2.4206 -0.3992  0.07
H 0.3309 -0.8129 1.8236  0.01

Cartesian forces, eV/Å:
-4.3 -3.8 3.5
-0.4 2.2 -0.8
1.0 -0.2 -0.7
-1.6 0.5 0.2
4.5 1.3 -1.7
0.4 0.6 -0.1
-0.7 -1.2 -0.2
-0.2 -0.1 -0.1
1.4 0.7 -0.1

Values from the calculation:
relative energy (zero: lowest compared OMol25 entry of this formula, charge and spin) = 3.469 eV
E_tot = -14498.26430 eV
strongest force on any atom = 0.131 hartree/bohr
lowest unoccupied orbital energy = -0.24 eV

---

Record 4
Molecular formula: C6H8N2
Method: DFT, ωB97M-V with the def2-TZVPD basis set

Last column: Löwdin charge in e.
CARTESIAN COORDINATES (ANGSTROEM)
C -2.0412 0.2138 0.1852  -0.13
C -0.7134 0.0440 -0.0065  -0.59
C 0.1605 1.3419 -0.1009  -0.06
C 1.5721 0.3983 -0.2547  -0.18
C 0.1653 -0.6160 1.1350  -0.10
C -0.2473 -1.0933 -0.8067  -0.10
H 0.0168 1.9062 0.9421  0.13
H 0.2076 2.1709 -0.8441  0.10
H 2.5969 0.7524 0.2555  0.15
H 1.7872 0.2579 -1.4419  0.14
H -0.4150 -1.6514 1.4195  0.16
H 0.2636 0.0806 1.9443  0.11
H -0.1936 -0.9308 -1.9764  0.16
H -0.9549 -1.9592 -0.1887  0.19
N -3.2740 0.0246 -0.2048  0.14
N 1.0694 -0.9399 -0.0569  -0.12

Cartesian forces, eV/Å:
-15.2 -1.6 -4.3
2.9 2.7 1.9
2.2 0.1 1.7
0.7 1.5 -4.0
-3.4 -3.5 -0.8
-0.1 -1.0 -1.0
0.6 -1.2 -2.2
-0.9 -1.2 0.0
-2.7 -1.2 -0.7
0.0 1.5 2.5
1.7 2.6 0.1
1.3 -0.1 0.5
-0.3 -1.0 2.4
2.4 1.5 -3.2
10.6 2.0 4.1
0.1 -1.2 3.1

Values from the calculation:
relative energy (zero: lowest compared OMol25 entry of this formula, charge and spin) = 6.460 eV
E_tot = -9325.24799 eV
strongest force on any atom = 0.308 hartree/bohr
lowest unoccupied orbital energy = 0.46 eV

---

Record 5
Molecular formula: C19H20N3O8S
Method: DFT, ωB97M-V with the def2-TZVPD basis set

Last column: Löwdin charge in e.
CARTESIAN COORDINATES (ANGSTROEM)
C -5.2043 -1.4404 -1.0820  -0.06
C -3.9650 -2.3034 -1.0606  -0.26
O -2.7930 -1.5300 -0.9875  0.03
C -1.7065 -2.3468 -1.0007  -0.50
N -0.4656 -1.7331 -0.9546  0.17
N 0.5244 -2.4401 -1.0242  0.19
C 1.7533 -1.7883 -1.1000  -0.49
O 2.0019 -0.8783 -0.3422  0.15
O 2.6070 -2.1964 -2.0754  0.02
C 3.7629 -1.3977 -2.0650  -0.25
C 4.7410 -1.8144 -3.1407  -0.06
O -1.7952 -3.5518 -1.0586  0.11
H -6.1221 -2.0285 -1.0973  0.08
H -5.2286 -0.7945 -0.2060  0.08
H -5.2025 -0.7909 -1.9558  0.08
H -3.9558 -2.9820 -0.1951  0.13
H -3.8872 -2.9284 -1.9629  0.13
H 3.4358 -0.3542 -2.1894  0.13
H 4.2008 -1.4839 -1.0599  0.13
H 5.6518 -1.2148 -3.1313  0.08
H 5.0203 -2.8595 -3.0138  0.07
H 4.2880 -1.7281 -4.1275  0.07
C -2.5526 3.5168 -2.6832  -0.10
C -1.4422 2.7466 -2.9648  -0.09
C -0.5197 2.4746 -1.9734  -0.06
C -0.7054 2.9841 -0.7089  -0.30
S 0.5154 2.6706 0.5634  0.77
C -0.0838 1.1118 1.2251  -0.20
C 0.5459 0.4998 2.2715  -0.32
C 0.0564 -0.7194 2.8308  -0.06
C 0.6995 -1.3173 3.8727  -0.04
C 1.8535 -0.7583 4.4145  -0.20
N 2.5256 -1.4287 5.5081  -0.37
O 3.5610 -0.9236 5.9682  -0.01
O 2.0379 -2.4849 5.9427  -0.02
C 2.3560 0.4306 3.8926  -0.02
C 1.7253 1.0496 2.8572  -0.05
O 1.8651 2.5172 -0.0982  -0.38
O 0.3100 3.6692 1.6803  -0.39
C -1.8174 3.7414 -0.4191  -0.06
C -2.7434 4.0092 -1.4081  -0.09
H -3.2694 3.7358 -3.4594  0.10
H -1.2983 2.3529 -3.9580  0.10
H 0.3586 1.8844 -2.1838  0.11
H -0.9555 0.6774 0.7814  0.06
H -0.8302 -1.1692 2.4210  0.09
H 0.3310 -2.2375 4.2934  0.10
H 3.2541 0.8488 4.3151  0.11
H 2.1230 1.9656 2.4574  0.09
H -1.9429 4.1414 0.5749  0.11
H -3.6191 4.5964 -1.1830  0.10

Cartesian forces, eV/Å:
0.3 0.6 0.0
-1.1 -1.2 -0.1
2.4 0.3 0.0
-1.6 -3.0 0.5
1.4 4.0 -0.6
-1.1 -3.0 -0.7
1.4 3.2 0.8
0.0 -1.2 -0.4
-2.1 -1.1 0.5
1.2 1.2 0.4
-0.4 -0.5 -0.2
-0.4 0.4 -0.1
0.2 -0.2 0.0
0.0 0.0 0.1
0.0 0.0 -0.1
-0.2 0.1 -0.3
-0.2 0.1 0.3
0.3 -0.2 0.1
0.1 0.2 -0.3
-0.2 0.1 0.2
0.1 -0.1 0.1
0.0 0.1 -0.1
-0.2 0.0 -0.2
0.0 -0.1 -0.1
0.4 -0.2 -0.3
0.4 0.2 0.2
0.7 -1.4 2.3
0.3 1.4 -1.0
0.2 0.3 0.0
0.3 0.0 0.2
-0.3 -0.3 0.0
0.5 -0.7 1.0
-0.3 0.3 -0.5
-0.6 -0.4 -0.1
0.4 0.6 -0.1
0.2 0.3 -0.1
0.2 -0.2 0.3
-2.8 1.0 1.2
0.9 -1.1 -2.8
-0.1 0.3 0.4
-0.2 0.0 0.0
-0.1 0.0 -0.1
0.1 -0.1 -0.2
0.1 -0.1 0.0
-0.3 0.1 -0.5
-0.3 -0.1 -0.1
-0.1 -0.1 0.1
0.1 0.1 0.1
0.1 0.1 0.0
0.1 0.0 0.2
-0.1 0.1 0.1

Values from the calculation:
E_tot = -51708.58412 eV
net charge = -1
strongest force on any atom = 0.084 hartree/bohr
lowest unoccupied orbital energy = 0.84 eV

---

Record 6
Molecular formula: ClH2NP2
Method: DFT, ωB97M-V with the def2-TZVPD basis set

Last column: Löwdin charge in e.
CARTESIAN COORDINATES (ANGSTROEM)
N -2.2519 -0.0460 0.1811  -0.62
P -1.8728 1.3503 -0.2746  0.51
P 0.2124 0.8279 0.3754  0.53
Cl -4.5872 -0.4619 0.0345  -0.08
H 0.5291 0.2496 -0.8612  -0.17
H -0.1383 -0.4003 0.9351  -0.16

Cartesian forces, eV/Å:
-2.1 -2.5 0.7
0.0 1.8 -0.7
0.4 0.4 0.1
1.7 0.6 0.0
0.1 0.0 -0.3
-0.1 -0.3 0.3

Values from the calculation:
relative energy (zero: lowest compared OMol25 entry of this formula, charge and spin) = 3.560 eV
E_tot = -32618.75925 eV
strongest force on any atom = 0.065 hartree/bohr
lowest unoccupied orbital energy (alpha / beta) = -1.86 / -2.06 eV

---

Record 7
Molecular formula: BrClO2S
Method: DFT, ωB97M-V with the def2-TZVPD basis set

Last column: Löwdin charge in e.
CARTESIAN COORDINATES (ANGSTROEM)
O 0.6500 1.1910 0.2651  -0.41
S 0.2851 -0.1019 -0.0505  0.01
O -1.3710 -0.4258 -0.5098  -0.48
Cl 0.7114 -1.2107 1.5037  0.41
Br 1.6209 -0.8418 -1.6129  0.47

Cartesian forces, eV/Å:
0.9 3.1 0.5
-8.4 -3.4 -3.2
7.6 1.2 2.0
0.1 -0.8 0.5
-0.2 -0.1 0.1

Values from the calculation:
relative energy (zero: lowest compared OMol25 entry of this formula, charge and spin) = 1.779 eV
SMILES string = O=S(=O)(Cl)Br
E_tot = -97492.29668 eV
strongest force on any atom = 0.187 hartree/bohr
lowest unoccupied orbital energy = -1.89 eV

---

Record 8
Molecular formula: C2H9NO3
Method: DFT, ωB97M-V with the def2-TZVPD basis set

Last column: Löwdin charge in e.
CARTESIAN COORDINATES (ANGSTROEM)
C 0.8958 -0.5201 -0.9317  -0.09
N 1.4665 -1.2010 0.2196  0.00
C 0.7590 -1.0149 1.3956  -0.29
O -0.3549 -0.5236 1.3689  0.00
H 0.3192 0.3481 -0.7260  0.03
H 0.2771 -1.1122 -1.6064  0.09
H 1.6369 -0.2285 -1.6959  0.10
H 1.8485 -2.1057 0.0381  0.12
H 1.1814 -1.1889 2.3845  0.13
O -0.0660 2.7053 -0.7364  -0.05
H 0.2502 3.3140 -0.0669  0.04
H -0.2225 1.8836 -0.2707  -0.01
O -2.9540 0.0279 0.3785  -0.08
H -2.9235 -0.1542 -0.5616  0.02
H -2.1137 -0.2300 0.8105  -0.01

Cartesian forces, eV/Å:
0.6 -0.7 -2.4
-0.7 0.9 0.5
-1.0 0.4 -0.8
0.3 0.3 0.4
-0.1 0.2 0.6
-0.6 -0.6 0.6
0.5 0.1 0.9
0.6 -0.3 0.2
0.7 -0.7 -0.2
0.1 0.1 -0.3
0.0 0.1 0.1
-0.3 0.0 0.3
0.0 0.1 0.6
0.4 -0.1 0.0
-0.5 0.1 -0.8

Values from the calculation:
relative energy (zero: lowest compared OMol25 entry of this formula, charge and spin) = 1.635 eV
SMILES string = CNC=O.O.O
E_tot = -9852.01114 eV
strongest force on any atom = 0.049 hartree/bohr
lowest unoccupied orbital energy = 0.62 eV

---

Record 9
Molecular formula: C25H28F5O3W
Method: DFT, ωB97M-V with the def2-TZVPD basis set

Last column: Löwdin charge in e.
CARTESIAN COORDINATES (ANGSTROEM)
O -0.7947 0.7063 -4.8036  -0.12
C 0.4782 1.3580 -4.8689  -0.19
C -0.1703 2.6838 -5.2089  -0.06
H 1.1008 0.9508 -5.6573  0.10
H 0.9608 1.3059 -3.8669  0.09
C -1.4870 1.9894 -4.6936  -0.49
H -0.0989 2.8207 -6.2930  0.12
H 0.1559 3.5840 -4.6901  0.11
C -2.7460 1.8988 -5.5429  0.00
H -2.5172 1.3448 -6.4872  0.10
H -3.1581 2.8762 -5.8310  0.09
H -3.4880 1.3224 -5.0115  0.08
C -1.6115 2.4400 -3.2169  -0.02
H -0.6473 2.3552 -2.6560  0.07
H -2.3422 1.8671 -2.5974  0.06
H -1.8635 3.5047 -3.0496  0.10
W 0.5975 -0.7783 -0.2238  1.66
C 1.3336 1.1335 1.0926  -0.14
C 2.4691 0.2777 0.9609  -0.14
C 2.8226 0.2278 -0.4292  -0.15
H 3.0555 -0.1224 1.7810  0.14
C 1.9262 1.1012 -1.1514  -0.15
C 0.9934 1.6464 -0.2129  -0.16
H 0.2470 2.4104 -0.4246  0.12
H 0.8762 1.4482 2.0426  0.14
H 3.6746 -0.3089 -0.8628  0.13
H 2.0206 1.3790 -2.1976  0.10
C -1.2221 -1.0987 1.1627  -0.16
C -1.5036 0.1415 0.4809  -0.15
C -1.8046 -0.1691 -0.8701  -0.10
H -1.5927 1.1128 0.9654  0.13
C -1.5955 -1.5643 -1.0821  -0.12
C -1.2885 -2.1592 0.1875  -0.15
H -1.2583 -3.2226 0.3897  0.13
H -1.1457 -1.2117 2.2375  0.13
H -2.3140 0.4751 -1.5737  0.09
H -1.7306 -2.0890 -2.0218  0.13
O 0.0346 -1.6855 -5.3834  -0.15
C -0.0814 -1.1145 -6.7411  -0.20
C 0.6489 -1.9289 -7.7893  -0.16
H 0.4558 -0.1608 -6.7660  0.08
H -1.1198 -0.8605 -6.9880  0.12
C 1.5552 -2.8574 -6.9592  -0.15
H 1.2377 -1.2487 -8.4277  0.11
H -0.0436 -2.4649 -8.4623  0.11
C 1.1649 -2.5742 -5.4861  -0.20
H 2.6106 -2.6192 -7.1279  0.11
H 1.3941 -3.9045 -7.2285  0.11
H 1.9846 -2.0598 -4.9624  0.11
H 1.0155 -3.5244 -4.9454  0.11
F 2.2592 -6.0600 4.6402  0.12
C 1.9459 -5.0878 3.7576  -0.11
C 1.5885 -3.8248 4.2564  -0.11
F 1.5049 -3.5927 5.5904  0.12
C 1.3140 -2.8046 3.3596  -0.10
F 0.9778 -1.5495 3.8040  0.08
C 1.4057 -3.0220 1.9635  -0.22
O 1.2680 -1.9959 1.1275  -0.30
C 1.6852 -4.3180 1.4947  -0.12
F 1.6635 -4.5445 0.1536  0.10
C 1.9802 -5.3398 2.3784  -0.12
F 2.3010 -6.5613 1.9122  0.13

Cartesian forces, eV/Å:
-0.4 0.3 0.8
0.1 -0.1 0.8
-0.5 0.1 -0.4
0.3 -0.1 0.4
0.0 0.1 -0.7
1.1 0.6 -0.2
-0.4 0.2 0.2
0.0 0.0 0.0
0.5 0.3 -0.6
0.0 0.5 0.8
0.1 -0.2 0.3
-0.4 -0.1 0.2
-0.4 -0.1 1.2
-0.4 -0.3 -0.7
0.3 0.4 -0.9
-0.2 -0.4 -0.7
-1.4 2.4 2.2
0.5 -0.1 -0.1
-0.2 1.4 -0.8
-0.4 -0.2 -0.1
-0.5 -0.4 -0.2
-0.2 -0.5 0.6
0.7 -0.6 -0.2
0.1 -0.4 0.0
0.2 -0.4 -0.6
-0.5 0.3 0.3
-0.2 -0.3 0.3
-0.8 0.1 -0.8
-0.2 -1.1 0.4
0.6 -0.5 -0.1
0.1 -0.3 -0.2
0.2 -0.1 0.6
-0.2 1.0 -0.3
0.4 0.2 -0.1
0.4 0.0 -0.2
0.8 0.0 -0.1
0.0 0.1 0.2
0.4 -0.9 -2.6
-0.1 1.2 0.5
-0.2 -0.5 -0.4
-0.3 -0.1 0.3
0.2 -0.5 0.4
-0.2 0.1 0.1
-0.2 -0.3 0.2
0.3 0.0 0.4
0.7 0.0 0.6
-0.2 -0.1 0.1
0.1 0.2 0.1
0.1 -0.2 -0.2
-0.4 0.4 -0.1
-0.3 0.6 -0.8
0.1 -0.2 0.6
-0.1 -0.1 0.4
0.2 -0.4 -1.3
0.0 0.5 -0.5
0.4 -1.2 -0.4
-0.2 0.0 0.2
0.8 -0.9 -0.1
-0.2 0.4 -0.5
0.2 0.2 1.0
0.1 -0.5 0.4
-0.2 0.8 0.4

Values from the calculation:
relative energy (zero: lowest compared OMol25 entry of this formula, charge and spin) = 2.273 eV
multiplicity = 3
E_tot = -47922.59521 eV
net charge = +1
strongest force on any atom = 0.069 hartree/bohr
lowest unoccupied orbital energy (alpha / beta) = -3.87 / -4.56 eV